Here is a structure of composition C40H34N3O3OsP2S from OMol25. Energies are from ωB97M-V/def2-TZVPD.

The geometry in XYZ format:
```
84
Properties=species:S:1:pos:R:3:forces:R:3
Os -0.21708 -0.12669 0.04365 0.168 0.097 -0.102
S 1.79599 -1.48675 -1.45387 -0.035 -0.167 0.050
P 0.23693 -0.60188 2.33940 -0.082 0.069 0.026
P -1.54514 -2.05250 0.01982 -0.099 0.035 0.084
O 1.22521 -1.88475 -0.12433 0.028 0.050 -0.063
O 1.61424 -2.39420 -2.52110 0.020 -0.001 0.025
O 1.50980 2.10564 -0.89222 -0.041 0.061 0.010
N -1.47102 1.37523 0.04613 -0.046 0.039 0.165
N -3.15702 2.62431 -0.61288 -0.035 -0.008 -0.006
N 0.99713 -0.03166 -1.49856 -0.013 0.041 -0.152
C 3.78395 -2.43007 3.11043 -0.002 -0.002 0.007
C -0.97484 -2.98553 1.49049 -0.029 -0.004 -0.034
C 3.31612 0.56880 -1.41687 0.012 0.041 -0.014
C 0.53330 2.34057 5.12712 0.008 0.002 -0.004
C -1.61555 -2.35074 -2.69017 -0.026 -0.046 -0.001
C -2.36132 3.45509 0.18724 0.018 0.019 0.025
C -1.50304 5.30378 1.34781 0.013 0.019 0.004
C -2.50260 4.78621 0.54568 -0.012 -0.017 -0.003
C -5.55819 -2.53505 -0.20777 -0.014 0.012 0.015
C -0.16467 0.69057 3.51564 0.009 0.009 -0.028
C -1.49567 1.07452 3.71415 -0.002 -0.028 0.026
C 4.25144 -0.27668 2.13170 -0.008 -0.017 0.000
C -3.31243 -1.76555 0.21887 0.021 -0.063 -0.020
C -6.05304 -1.59096 0.68014 0.013 -0.013 -0.014
C -5.18276 -0.72814 1.33850 -0.013 0.004 0.003
C 0.85110 1.33113 4.23100 0.008 -0.023 0.028
C -0.78774 2.72263 5.31005 -0.014 -0.002 -0.011
C 4.60111 -1.50109 -1.51779 0.013 0.008 0.005
C 2.89423 -0.03079 2.02322 0.004 0.023 -0.031
C -1.29106 2.66927 0.59858 -0.010 -0.034 -0.031
C 3.40326 -0.82238 -1.42525 -0.023 0.029 0.026
C 4.69493 -1.47751 2.67702 -0.002 0.001 -0.006
C 2.42051 -2.19023 3.00663 0.018 -0.019 -0.009
C -1.30427 -2.97388 -1.47754 0.070 -0.045 0.005
C 5.68427 0.67221 -1.56943 -0.005 0.004 0.008
C -0.82665 -2.04948 2.69401 0.005 0.001 -0.021
C 4.46586 1.33690 -1.48351 0.001 -0.004 -0.005
C 1.97625 -0.98665 2.46773 -0.003 -0.025 0.024
C -0.94834 -4.33832 -3.85544 0.001 0.006 -0.005
C -2.61812 1.43029 -0.67074 0.032 -0.021 -0.061
C 1.92886 1.04954 -1.28396 0.003 -0.156 0.139
C 5.75135 -0.72055 -1.58382 -0.003 -0.002 0.002
C -3.82126 -0.81458 1.10804 0.019 0.037 0.052
C -0.81620 -4.28072 -1.45625 -0.039 0.024 -0.020
C -0.41067 4.52588 1.75560 -0.007 -0.005 0.003
C -0.65068 -4.96175 -2.65126 0.005 -0.003 -0.015
C -1.42994 -3.03359 -3.87782 -0.027 -0.009 0.005
C -1.80353 2.08391 4.60713 -0.005 0.001 0.004
C -4.19343 -2.62901 -0.44092 0.026 0.016 -0.016
C -0.27942 3.20030 1.38555 0.004 0.023 -0.031
H -1.55703 6.33871 1.65618 -0.002 -0.001 0.002
H -2.30550 0.57125 3.20340 0.006 0.003 -0.024
H 4.40717 2.41725 -1.48915 0.007 0.000 -0.001
H -2.01651 -1.34277 -2.70996 0.024 0.026 -0.003
H -3.04449 0.60110 -1.21171 -0.005 -0.005 0.006
H 6.59895 1.24548 -1.64014 0.001 -0.001 -0.001
H -0.81127 -4.87446 -4.78498 0.000 0.001 0.000
H -1.66850 -2.55859 -4.81953 0.002 0.001 -0.001
H 1.72751 -2.94472 3.35600 -0.009 0.014 0.002
H -0.02625 -3.46476 1.25043 0.004 0.005 -0.048
H -3.15729 -0.12553 1.61421 -0.010 -0.023 -0.007
H -0.42983 -2.57474 3.56506 0.005 0.000 -0.001
H -3.82149 -3.37506 -1.13045 0.001 -0.001 -0.002
H -5.57022 0.00567 2.03281 0.001 0.002 0.004
H -7.11740 -1.52607 0.86216 -0.001 0.000 -0.002
H -1.71446 -3.76127 1.69959 0.014 -0.008 0.018
H -6.23398 -3.20623 -0.72011 0.000 0.000 -0.001
H 1.32005 2.81678 5.69654 0.003 0.001 -0.008
H -1.79701 -1.65165 3.00139 0.005 0.022 0.003
H 6.71504 -1.20552 -1.66361 0.001 0.001 -0.002
H 0.58122 2.62150 1.68478 0.012 0.005 0.013
H -3.33689 5.38947 0.21482 -0.001 -0.002 -0.003
H -2.83555 2.36467 4.76858 0.001 0.002 0.006
H 2.55423 0.91843 1.61721 -0.006 0.002 -0.004
H 5.75588 -1.66586 2.77464 0.000 -0.001 -0.001
H -0.58052 -4.77991 -0.52611 0.011 0.008 0.026
H 4.64894 -2.58108 -1.55042 -0.003 -0.002 -0.001
H -1.03049 3.50689 6.01470 -0.001 -0.004 0.003
H 1.88272 1.02862 4.12066 0.002 0.003 -0.005
H 4.96363 0.47070 1.80737 0.002 0.003 0.002
H 0.35566 4.98281 2.36678 0.005 -0.007 -0.001
H 4.13233 -3.35906 3.54083 0.003 0.000 -0.001
H -0.29010 -5.98121 -2.64199 0.003 0.001 -0.004
H -4.01407 2.89079 -1.08091 0.002 -0.001 0.002
```
Positions in Å, forces in eV/Å.

## Properties
Kohn-Sham gap ... 6.24 eV
Energy relative to the best compared isomer or geometry (same formula, charge and spin) ... 0.000 eV
Spin multiplicity ... 1
Total charge ... +3